# C41H77Br32O5P

A 17-piece molecular cluster, C41H77Br32O5P overall in a non-equilibrium geometry (ωB97M-V with the def2-TZVPD basis set, the OMol25 dataset).

Structure (XYZ):
```
156
Properties=species:S:1:pos:R:3:lowdin_charge:R:1
C 8.47 -0.74 -3.44 -0.1404
C 8.91 0.85 -3.22 -0.2206
C 7.92 1.55 -2.11 -0.2940
O 8.04 0.88 -0.77 -0.1972
C 6.64 0.84 -0.29 -0.1534
C 6.47 0.45 1.29 -0.0085
C 7.17 0.96 2.51 -0.1953
P 8.35 2.45 2.62 0.9185
C 10.10 1.79 3.16 -0.3055
O 8.63 3.21 1.08 -0.3855
C 6.68 -0.05 3.75 -0.1944
O 7.29 -0.03 4.97 -0.0206
O 5.53 -0.91 3.33 0.0254
C 5.37 -0.60 1.90 -0.2028
O 4.49 -1.00 0.99 -0.0074
H 7.97 -0.77 -4.52 0.0375
H 7.66 -1.08 -2.65 0.0211
H 9.40 -1.48 -3.39 0.0880
H 10.00 0.90 -2.79 0.1111
H 8.87 1.45 -4.23 0.0820
H 6.83 1.49 -2.55 0.0822
H 8.20 2.70 -2.07 -0.0083
H 6.11 -0.04 -0.90 0.1220
H 6.02 1.82 -0.55 0.1164
H 9.99 1.25 4.21 0.0580
H 10.82 2.71 3.36 0.0563
H 10.54 1.02 2.38 0.0621
H 9.13 4.09 1.19 0.0832
Br 0.64 -2.15 -2.11 0.6054
C 0.96 -1.11 -0.49 -0.6640
C 0.09 -1.59 0.65 -0.6821
Br -1.75 -0.96 0.45 0.6165
H 0.80 -0.06 -0.74 0.0585
H 2.02 -1.27 -0.25 0.0435
H 0.43 -1.17 1.60 0.0639
H 0.04 -2.68 0.73 0.0094
Br -1.33 -5.22 1.41 0.6748
C -1.01 -4.18 3.03 -0.6819
C -1.89 -4.66 4.17 -0.6761
Br -3.72 -4.03 3.97 0.6212
H -1.17 -3.13 2.78 0.0282
H 0.04 -4.34 3.26 0.0634
H -1.54 -4.24 5.12 0.0511
H -1.93 -5.75 4.25 0.0557
Br -1.69 1.61 -3.57 0.6102
C -2.65 -0.07 -3.76 -0.7224
C -2.70 -0.52 -5.20 -0.6959
Br -4.03 0.51 -6.21 0.5789
H -3.64 0.07 -3.31 -0.0069
H -2.09 -0.79 -3.15 0.0001
H -3.03 -1.56 -5.27 -0.0110
H -1.75 -0.40 -5.72 0.0568
Br 4.67 3.43 -2.76 0.6643
C 5.49 5.16 -3.10 -0.6691
C 6.47 5.08 -4.24 -0.6523
Br 8.15 4.25 -3.67 0.7625
H 5.93 5.50 -2.16 0.0575
H 4.65 5.82 -3.36 0.0598
H 6.75 6.08 -4.58 0.0585
H 6.11 4.51 -5.09 0.0580
Br 3.03 0.38 8.50 0.6418
C 3.63 -0.80 7.08 -0.6713
C 2.60 -0.90 5.98 -0.7244
Br 1.12 -2.06 6.50 0.5894
H 3.87 -1.77 7.54 0.0164
H 4.55 -0.35 6.70 0.0453
H 3.03 -1.37 5.09 0.0551
H 2.16 0.06 5.70 -0.0150
Br -2.76 -3.79 -3.66 0.6592
C -4.02 -3.29 -2.26 -0.6676
C -3.79 -4.09 -1.00 -0.7229
Br -4.49 -5.90 -1.18 0.6003
H -5.03 -3.42 -2.68 0.0346
H -3.84 -2.23 -2.09 0.0404
H -4.34 -3.65 -0.16 0.0625
H -2.73 -4.18 -0.74 -0.0235
Br -6.85 -2.23 5.61 0.5833
C -6.49 -3.64 6.91 -0.7001
C -6.32 -3.08 8.30 -0.6979
Br -4.58 -2.24 8.52 0.5924
H -5.60 -4.19 6.55 0.0208
H -7.36 -4.30 6.86 0.0589
H -6.35 -3.87 9.04 0.0568
H -7.07 -2.32 8.55 0.0517
Br -5.66 1.92 -11.67 0.6597
C -5.82 0.52 -10.32 -0.6652
C -7.07 0.69 -9.50 -0.6722
Br -6.88 2.12 -8.19 0.5633
H -4.90 0.55 -9.72 0.0442
H -5.85 -0.42 -10.88 0.0617
H -7.27 -0.21 -8.91 0.0455
H -7.96 0.93 -10.10 0.0290
Br 3.37 -4.76 8.27 0.6022
C 3.69 -3.73 9.89 -0.6792
C 2.82 -4.21 11.03 -0.6799
Br 0.98 -3.58 10.83 0.6096
H 3.53 -2.68 9.64 0.0242
H 4.75 -3.89 10.13 0.0650
H 3.16 -3.79 11.98 0.0087
H 2.77 -5.30 11.11 0.0589
Br -9.11 5.92 -4.68 0.5931
C -8.53 5.63 -6.52 -0.6949
C -9.71 5.48 -7.45 -0.6887
Br -10.51 3.70 -7.28 0.5759
H -7.86 4.76 -6.51 0.0310
H -7.95 6.52 -6.77 0.0597
H -9.39 5.55 -8.49 0.0321
H -10.50 6.20 -7.27 0.0534
Br 2.64 0.10 16.05 0.6009
C 2.30 -0.84 14.37 -0.6971
C 2.17 -2.33 14.59 -0.6903
Br 3.92 -3.15 14.85 0.6070
H 3.11 -0.57 13.68 0.0536
H 1.36 -0.42 14.00 0.0605
H 1.76 -2.81 13.70 0.0103
H 1.57 -2.59 15.46 0.0566
Br 3.62 2.12 4.78 0.6867
C 3.11 3.23 6.30 -0.6914
C 2.53 4.55 5.85 -0.6914
Br 3.93 5.77 5.26 0.5985
H 3.99 3.34 6.93 0.0563
H 2.35 2.65 6.84 0.0143
H 2.04 5.07 6.68 0.0603
H 1.82 4.45 5.02 0.0549
Br -6.54 0.17 -3.30 0.6289
C -7.50 -1.52 -3.49 -0.6738
C -7.56 -1.96 -4.94 -0.6862
Br -8.88 -0.94 -5.94 0.6163
H -8.49 -1.37 -3.05 0.0566
H -6.94 -2.24 -2.89 0.0360
H -7.89 -3.00 -5.01 0.0603
H -6.60 -1.85 -5.46 0.0438
Br 6.57 -3.02 -5.84 0.6232
C 6.41 -4.42 -4.49 -0.6829
C 5.15 -4.25 -3.67 -0.6825
Br 5.35 -2.82 -2.36 0.6346
H 7.33 -4.39 -3.89 0.0547
H 6.38 -5.35 -5.05 0.0570
H 4.95 -5.15 -3.08 0.0591
H 4.27 -4.01 -4.27 0.0545
Br -9.28 3.56 -11.02 0.6141
C -8.69 3.27 -12.86 -0.7165
C -9.87 3.11 -13.79 -0.6942
Br -10.67 1.34 -13.62 0.5971
H -8.03 2.40 -12.85 -0.0282
H -8.11 4.16 -13.11 0.0619
H -9.55 3.19 -14.83 0.0576
H -10.67 3.84 -13.61 0.0517
Br -4.07 2.18 0.48 0.5770
C -4.79 3.88 -0.16 -0.6900
C -4.18 4.26 -1.49 -0.6929
Br -2.37 4.96 -1.26 0.5840
H -4.61 4.61 0.63 0.0520
H -5.86 3.71 -0.26 0.0584
H -4.74 5.08 -1.94 0.0591
H -4.11 3.43 -2.19 0.0302
```

Molecular weight, g mol⁻¹: 3238.0
E, eV: -2304646.9168
LUMO energy, eV: -1.605
Largest force on an atom, Eh/bohr: 0.1910


# C41H79Br2IN4O4S2

A 3-piece molecular cluster, C41H79Br2IN4O4S2 overall in a non-equilibrium geometry (ωB97M-V with the def2-TZVPD basis set, the OMol25 dataset).

Structure (XYZ):
```
133
Properties=species:S:1:pos:R:3:lowdin_charge:R:1
C -0.52 4.74 3.30 -0.1531
C -1.84 4.13 2.48 -0.2691
C -1.24 3.26 1.22 -0.2284
C -2.41 2.81 0.12 -0.2056
C -2.20 3.68 -1.25 -0.2138
C -2.75 2.97 -2.62 -0.2310
C -3.86 1.80 -2.41 -0.1850
C -4.20 1.11 -3.89 -0.1985
N -4.32 -0.38 -3.66 -0.1931
C -5.55 -0.99 -4.27 -0.2250
C -6.17 -2.08 -3.16 -0.1839
C -7.32 -1.29 -2.25 -0.2280
C -8.19 -2.29 -1.28 -0.2312
C -7.33 -2.85 0.02 -0.2330
C -8.14 -3.96 0.92 -0.2369
C -7.05 -4.65 1.95 -0.2698
C -7.68 -5.01 3.44 -0.1571
C -3.05 -1.14 -3.98 -0.8870
S -3.00 -2.81 -4.46 0.5688
S -1.31 -0.35 -3.87 0.7889
C -1.01 -0.01 -2.06 -0.4485
C 0.31 -0.83 -1.43 -0.2321
C 0.76 -2.12 -2.32 -0.1586
C 1.83 -3.15 -1.56 -0.2495
C 0.84 -4.23 -0.84 -0.4785
Br -1.03 -3.82 -0.13 0.5971
C 1.19 -5.70 -0.67 -0.5894
C 2.60 -6.36 -1.16 -0.1319
Br -0.12 -7.00 0.21 0.5589
O 2.58 -3.59 -2.79 -0.0541
C 3.75 -2.71 -3.12 -0.1998
O 4.59 -2.75 -4.16 0.0495
O 3.70 -1.77 -1.96 -0.0556
C 3.14 -2.54 -0.79 -0.2602
C 4.43 -3.50 -0.43 -0.1802
N 4.51 -3.97 1.00 -0.0497
C 3.03 -1.48 0.44 -0.0858
C 1.93 -1.73 1.59 -0.6497
O 1.18 -0.65 1.95 -0.1651
I 1.50 -3.56 2.71 0.8280
H -0.85 5.27 4.29 0.0677
H 0.21 3.84 3.48 0.0729
H 0.03 5.48 2.54 0.0831
H -2.38 3.36 3.21 0.1126
H -2.58 4.96 2.13 0.1081
H -0.42 3.94 0.70 0.1061
H -0.77 2.27 1.69 0.1181
H -2.28 1.65 -0.01 0.0891
H -3.44 3.09 0.60 0.1133
H -1.02 3.81 -1.39 0.1085
H -2.66 4.76 -1.17 0.1172
H -1.84 2.51 -3.21 0.0784
H -3.20 3.82 -3.33 0.1235
H -4.84 2.33 -1.98 0.1240
H -3.58 0.97 -1.63 0.0838
H -3.43 1.42 -4.73 0.1157
H -5.23 1.62 -4.22 0.1334
H -5.40 -1.46 -5.33 0.1121
H -6.43 -0.19 -4.40 0.1203
H -6.65 -3.02 -3.67 0.1153
H -5.25 -2.40 -2.50 0.0911
H -8.07 -0.69 -2.94 0.1104
H -6.76 -0.48 -1.58 0.1171
H -9.18 -1.73 -0.93 0.1164
H -8.51 -3.23 -1.94 0.1181
H -6.98 -1.98 0.75 0.1249
H -6.39 -3.41 -0.44 0.1190
H -9.05 -3.51 1.54 0.1144
H -8.61 -4.85 0.28 0.1171
H -6.23 -3.80 2.15 0.1039
H -6.50 -5.58 1.51 0.1060
H -8.84 -5.21 3.42 0.0754
H -7.15 -6.02 3.78 0.0727
H -7.35 -4.19 4.22 0.0735
H -1.94 -0.46 -1.47 0.0992
H -0.85 1.12 -1.78 0.0745
H 1.18 -0.05 -1.43 0.1124
H 0.01 -1.08 -0.33 0.0744
H 1.21 -1.66 -3.33 0.1317
H -0.18 -2.74 -2.71 0.1043
H 2.50 -7.55 -1.11 0.0867
H 2.93 -6.12 -2.26 0.0977
H 3.41 -6.09 -0.34 0.0723
H 4.58 -4.42 -1.12 0.1226
H 5.39 -2.81 -0.61 0.1578
H 4.72 -4.99 1.02 0.0682
H 5.24 -3.46 1.56 0.0857
H 4.11 -1.36 0.95 0.1500
H 2.83 -0.41 -0.05 0.1426
C 10.18 1.21 -5.95 -0.0959
C 8.97 0.81 -5.11 -0.2731
N 7.73 1.50 -5.47 -0.1911
C 6.66 1.32 -4.48 -0.2501
C 6.12 -0.09 -4.27 -0.1005
C 7.31 1.39 -6.87 -0.2504
C 7.09 -0.01 -7.43 -0.0890
H 10.32 2.30 -5.93 0.0784
H 11.08 0.74 -5.56 0.0714
H 10.07 0.90 -6.99 0.0633
H 9.22 1.05 -4.07 0.1163
H 8.86 -0.28 -5.16 0.0950
H 5.83 1.99 -4.72 0.1114
H 7.04 1.69 -3.51 0.1071
H 5.48 -0.40 -5.09 0.0524
H 5.50 -0.11 -3.36 0.0626
H 6.91 -0.83 -4.14 0.0720
H 8.06 1.89 -7.49 0.0998
H 6.40 1.98 -7.02 0.1142
H 7.89 -0.70 -7.17 0.0684
H 7.05 0.04 -8.53 0.0724
H 6.14 -0.43 -7.10 0.0564
C 1.46 4.32 10.65 -0.0950
C 0.32 3.71 9.84 -0.2722
N -0.21 4.59 8.79 -0.1905
C -1.48 4.12 8.22 -0.2527
C -1.46 2.79 7.46 -0.0911
C 0.76 5.09 7.82 -0.2485
C 1.57 4.07 7.03 -0.0883
H 1.16 5.29 11.07 0.0790
H 1.72 3.66 11.48 0.0721
H 2.36 4.46 10.04 0.0634
H -0.49 3.48 10.55 0.1173
H 0.65 2.75 9.43 0.0951
H -1.89 4.89 7.57 0.1096
H -2.20 4.03 9.04 0.1082
H -1.00 2.90 6.48 0.0489
H -2.49 2.46 7.29 0.0726
H -0.95 2.00 8.01 0.0676
H 1.47 5.74 8.35 0.1010
H 0.26 5.77 7.12 0.1098
H 1.96 3.26 7.65 0.0687
H 2.42 4.56 6.56 0.0742
H 0.98 3.63 6.22 0.0438
```

Molecular weight, g mol⁻¹: 1043.0
E, eV: -227787.0514
LUMO energy, eV: -0.542
SMILES: CCCCCCCCN(CCCCCCCC)C(=S)SCCC[C@@]1(/C(Br)=C(\C)Br)OC(=O)O[C@@]1(CN)CC(=O)I.CCN(CC)CC.CCN(CC)CC
Largest force on an atom, Eh/bohr: 0.1910


# C41H80N3O11P2

A 3-piece molecular cluster, C41H80N3O11P2 overall in a non-equilibrium geometry (ωB97M-V with the def2-TZVPD basis set, the OMol25 dataset).

Structure (XYZ):
```
137
Properties=species:S:1:pos:R:3:lowdin_charge:R:1
C 2.96 -2.71 3.84 0.0136
C 2.05 -3.01 2.78 -0.1423
C 1.24 -1.86 1.96 -0.1699
N -0.25 -2.09 2.00 0.0505
C -0.93 -1.62 0.79 -0.1731
N -1.43 -0.25 0.69 -0.0819
C -2.29 0.14 1.85 -0.1419
C -3.82 -0.35 1.52 -0.1282
C -4.82 0.82 2.02 -0.1866
C -5.16 2.02 1.07 -0.0392
C -6.10 3.20 1.50 -0.0651
C -6.75 3.25 2.94 -0.0647
C -6.43 2.03 3.86 -0.0666
C -5.50 0.84 3.42 -0.0321
C -0.36 0.75 0.37 -0.1386
C 0.35 1.45 1.64 -0.3413
C -0.16 2.99 1.72 -0.0872
C 1.94 1.57 1.25 -0.0942
N -1.18 -2.41 -0.28 0.0194
C -0.77 -3.85 -0.31 -0.1103
C 0.79 -4.11 -0.57 -0.1594
C 1.45 -3.21 -1.72 -0.2062
C 3.05 -3.46 -1.90 -0.1859
C 3.90 -2.63 -0.81 -0.1898
C 5.18 -1.86 -1.45 -0.1912
C 4.77 -0.76 -2.56 -0.1397
C 3.99 0.53 -1.93 -0.2171
O 4.63 1.73 -2.48 -0.2330
C 5.36 2.47 -1.46 -0.1132
C -1.93 -1.89 -1.47 -0.0587
C -1.03 -1.10 -2.54 -0.1489
O -1.92 -0.38 -3.42 -0.0632
C -1.70 1.02 -3.40 -0.3821
C -0.99 1.77 -4.66 0.0119
O -2.06 1.77 -2.46 0.0523
H 2.60 -2.14 4.77 0.0783
H 4.07 -3.00 3.76 0.0864
H 1.94 -4.12 2.49 0.1016
H 1.43 -0.90 2.57 0.1060
H 1.56 -1.79 0.87 0.0913
H -0.51 -3.05 2.26 0.1192
H -2.02 -0.41 2.83 0.1351
H -2.38 1.28 2.00 0.1245
H -4.06 -1.37 1.98 0.1137
H -3.96 -0.37 0.37 0.0988
H -4.74 2.10 0.01 0.0924
H -6.34 4.10 0.82 0.0899
H -7.41 4.13 3.27 0.0930
H -6.91 2.04 4.90 0.0868
H -5.28 -0.04 4.11 0.0935
H -0.85 1.58 -0.24 0.1222
H 0.47 0.19 -0.20 0.1066
H 0.25 0.89 2.63 0.1258
H 0.61 3.64 2.28 0.0853
H -1.18 3.10 2.24 0.0786
H -0.18 3.44 0.65 0.0977
H 2.44 2.46 1.78 0.0888
H 2.05 1.69 0.11 0.0790
H 2.54 0.64 1.53 0.0618
H -1.04 -4.35 0.70 0.1370
H -1.35 -4.46 -1.10 0.1464
H 0.87 -5.21 -0.93 0.1368
H 1.46 -4.04 0.35 0.0822
H 0.98 -3.46 -2.74 0.1196
H 1.33 -2.10 -1.43 0.0819
H 3.34 -3.19 -2.98 0.1087
H 3.28 -4.59 -1.82 0.1220
H 3.21 -1.79 -0.43 0.0833
H 4.21 -3.37 0.00 0.1143
H 5.63 -1.25 -0.57 0.0933
H 6.01 -2.57 -1.79 0.1180
H 4.07 -1.21 -3.35 0.0965
H 5.75 -0.35 -2.99 0.1238
H 3.94 0.52 -0.79 0.0963
H 2.91 0.54 -2.32 0.1136
H 5.61 1.86 -0.53 0.0866
H 6.37 2.81 -1.91 0.0966
H 4.79 3.45 -1.23 0.1016
H -2.38 -2.80 -2.04 0.1493
H -2.82 -1.22 -1.21 0.1262
H -0.18 -0.47 -2.09 0.1153
H -0.51 -1.90 -3.19 0.1264
H -1.15 1.09 -5.57 0.0905
H -1.59 2.74 -4.85 0.1040
H 0.12 1.98 -4.47 0.0929
O 7.60 0.32 3.07 -0.2320
P 8.92 0.82 2.47 0.7517
O 9.02 -0.35 1.30 -0.2394
C 8.23 -0.18 0.13 -0.3074
C 8.78 0.90 -0.77 -0.0781
O 9.86 0.14 3.66 -0.2625
C 9.35 -0.05 4.97 -0.2868
C 8.84 -1.47 5.14 -0.0751
O 10.35 1.51 1.82 -0.2618
C 11.66 0.98 2.02 -0.2758
C 11.89 -0.43 1.52 -0.0766
H 7.19 0.04 0.41 0.0827
H 8.24 -1.14 -0.40 0.1177
H 8.70 1.88 -0.30 0.0720
H 8.24 0.93 -1.72 0.0703
H 9.84 0.74 -0.98 0.0804
H 8.57 0.69 5.20 0.1047
H 10.16 0.13 5.67 0.1192
H 8.20 -1.79 4.31 0.0687
H 8.28 -1.58 6.07 0.0773
H 9.68 -2.17 5.16 0.0779
H 11.95 1.07 3.07 0.1134
H 12.34 1.65 1.47 0.1238
H 11.32 -1.17 2.10 0.0696
H 12.94 -0.70 1.59 0.0841
H 11.58 -0.53 0.47 0.0728
O -9.38 -0.56 -0.88 -0.2233
P -9.96 0.84 -1.13 0.7532
O -11.10 0.34 -2.22 -0.2453
C -12.29 -0.25 -1.71 -0.2923
C -13.21 0.78 -1.08 -0.0827
O -8.74 1.30 -2.16 -0.2635
C -7.43 0.74 -2.03 -0.2996
C -7.24 -0.41 -2.99 -0.0718
O -10.59 2.43 -1.27 -0.2638
C -10.35 3.29 -2.39 -0.2809
C -10.82 2.77 -3.73 -0.0773
H -12.04 -1.04 -1.00 0.1082
H -12.80 -0.72 -2.56 0.1208
H -12.76 1.20 -0.18 0.0696
H -14.17 0.34 -0.81 0.0800
H -13.39 1.61 -1.77 0.0759
H -7.24 0.45 -0.99 0.0951
H -6.72 1.54 -2.26 0.1129
H -8.08 -1.11 -2.97 0.0754
H -6.32 -0.95 -2.77 0.0675
H -7.19 -0.04 -4.02 0.0774
H -9.30 3.58 -2.42 0.1099
H -10.91 4.21 -2.16 0.1224
H -10.24 1.91 -4.07 0.0693
H -10.72 3.55 -4.49 0.0823
H -11.87 2.46 -3.69 0.0744
```

Molecular weight, g mol⁻¹: 853.0
E, eV: -89363.4546
Charge: +1
LUMO energy, eV: -3.496
Energy relative to the best compared isomer or geometry (same formula, charge and spin), kcal per mole: 365.4
Largest force on an atom, Eh/bohr: 0.1798